No. 1
Below is C50H65CsN7O2SbSi2 as an isolated structure, with properties calculated with wB97M-V/def2-TZVPD.

## Properties
Total charge = -2
Relative energy (zero: lowest compared OMol25 entry of this formula, charge and spin) = 0.00 kcal/mol
LUMO = 3.61 eV

```
128
Properties=species:S:1:pos:R:3:forces:R:3:mulliken_charge:R:1
Cs 0.43122 -0.64657 -1.23206 0.9 0.9 1.0 1.92
N 0.01576 -3.26565 0.38369 0.0 0.0 0.0 0.01
C 0.94836 -4.15574 1.06255 0.0 0.0 0.0 -1.08
C 2.39107 -3.71852 0.84766 0.0 0.0 0.0 -0.51
N 2.67698 -2.33612 1.19453 0.0 0.0 0.0 1.53
C 4.05972 -1.98873 0.87646 0.0 0.0 0.0 -0.37
C 4.45379 -1.95895 -0.59869 0.0 0.0 0.0 -0.88
N 3.93925 -0.85321 -1.38440 0.0 -0.2 0.0 -0.40
C 2.43010 -2.02324 2.60678 0.0 0.0 0.0 -1.90
C 1.74307 -0.68355 2.79680 0.1 0.0 0.0 0.68
N 0.30369 -0.83551 2.58551 -0.1 0.1 -0.1 -0.44
H -0.91744 -3.65954 0.38893 0.0 0.0 0.0 0.13
H 0.29484 -3.16123 -0.59197 0.0 -0.5 -0.1 -0.61
H 0.88879 -5.19669 0.70981 0.0 0.0 0.0 0.54
H 0.69607 -4.17040 2.12700 0.0 0.0 0.0 0.45
H 2.60709 -3.84567 -0.21394 0.0 0.0 0.0 0.09
H 3.05068 -4.41646 1.40332 0.0 0.0 0.0 0.16
H 4.74593 -2.68002 1.41037 0.0 0.0 0.0 0.33
H 4.24315 -0.98982 1.28122 0.0 0.0 0.0 -0.33
H 4.17511 -2.88665 -1.10155 0.0 0.0 0.0 0.33
H 5.55002 -1.91979 -0.62021 0.0 0.0 0.0 0.38
H 2.96864 -1.01294 -1.61496 0.3 -0.1 -0.1 -0.27
H 3.99300 0.02238 -0.87281 0.0 0.0 0.0 0.51
H 3.38111 -2.03586 3.16094 0.0 0.0 0.0 0.44
H 1.79826 -2.79098 3.05661 0.0 0.0 0.0 0.51
H 2.20999 0.06377 2.14090 0.0 0.0 0.0 -0.32
H 1.91013 -0.34656 3.82598 0.0 0.0 0.0 0.28
H 0.12603 -1.41048 1.76286 0.0 0.0 0.0 -0.05
H -0.12920 0.06822 2.42357 0.0 0.0 0.0 0.20
O -1.76703 0.74509 -1.56926 -0.7 0.2 -0.1 0.59
C -1.91696 1.29033 -2.72153 -0.1 0.0 0.0 -0.11
C -2.40121 2.62721 -2.81819 0.0 0.0 0.1 -0.67
C -2.56041 3.28124 -4.01346 0.0 0.0 0.0 -0.71
C -2.23716 2.65216 -5.21817 0.0 0.1 0.0 -0.79
C -1.75232 1.36352 -5.16239 0.0 0.0 0.0 -0.84
C -1.59371 0.64707 -3.96719 0.0 -0.1 0.0 1.29
C -1.10055 -0.72989 -4.17559 -0.2 0.0 -0.4 -0.97
N -1.11068 -1.73644 -3.39385 0.1 0.0 0.0 0.62
N -0.66486 -2.92344 -3.99022 -0.1 0.0 -0.1 -1.28
C 0.38997 -3.45827 -3.43668 0.0 0.1 0.1 0.02
O 1.11931 -3.00616 -2.49256 -0.1 -0.3 -0.1 -0.61
C 0.78161 -4.79134 -4.03184 0.0 0.0 0.0 0.40
C 1.92126 -5.42758 -3.55487 0.0 0.0 0.0 -0.20
C 2.31123 -6.66065 -4.06005 0.0 0.0 0.0 -0.68
C 1.56403 -7.27240 -5.05528 0.0 0.0 0.0 -0.30
C 0.42418 -6.63984 -5.53945 0.0 0.0 0.0 -0.67
C 0.03648 -5.41073 -5.03200 0.0 0.0 0.0 -0.32
H -2.60936 3.12801 -1.88062 0.0 0.0 0.0 0.35
H -2.92816 4.30245 -4.01618 0.0 0.0 0.0 0.37
H -2.34871 3.16191 -6.16611 0.0 0.0 0.0 0.35
H -1.48202 0.86000 -6.08587 0.0 0.0 0.0 0.30
H -0.71302 -0.90125 -5.18971 -0.1 0.0 0.0 0.15
H 2.48910 -4.92650 -2.78324 0.0 0.0 0.0 0.36
H 3.20300 -7.14314 -3.67702 0.0 0.0 0.0 0.38
H 1.86583 -8.23445 -5.45346 0.0 0.0 0.0 0.35
H -0.16549 -7.11131 -6.31737 0.0 0.0 0.0 0.35
H -0.84718 -4.90398 -5.39437 0.0 0.0 0.0 0.43
C 5.48860 4.40391 2.62143 0.0 -0.1 0.0 -1.22
Si 4.37094 2.87114 2.79627 0.0 0.0 0.0 0.08
C 5.55406 1.38097 2.87005 0.0 0.1 0.0 -0.93
C 3.76628 3.02836 4.58294 0.0 0.0 0.0 -1.18
C 3.03408 2.70943 1.57021 0.0 0.0 -0.2 0.98
C 3.37541 2.47534 0.20390 0.0 -0.1 0.1 0.76
C 4.72479 2.47841 -0.29184 -0.1 0.0 0.1 -0.76
C 4.99206 2.40739 -1.63363 0.1 0.0 -0.1 -0.72
C 3.94742 2.28028 -2.54988 0.0 0.0 -0.1 -0.87
C 2.68227 2.16281 -2.00748 -0.1 0.0 0.0 -0.45
N 2.39107 2.22194 -0.71431 -0.1 0.0 0.0 0.08
Si 1.34225 3.29532 1.99601 0.0 0.0 0.0 -0.23
C 1.33456 5.18794 2.19265 0.0 -0.1 0.0 -1.35
C 0.67296 2.69416 3.67276 0.0 0.1 0.0 -0.61
C -0.07309 2.93558 0.81566 0.0 0.1 0.0 -0.10
H 6.28154 4.39661 3.37632 0.0 0.0 0.0 0.34
H 4.89094 5.30546 2.76858 0.0 0.1 0.0 0.28
H 5.95427 4.48200 1.64024 0.0 0.0 -0.1 0.35
H 6.11555 1.38916 3.80857 0.0 0.0 0.0 0.42
H 6.27604 1.35976 2.05390 0.0 0.0 -0.1 0.34
H 4.98560 0.45077 2.83015 0.0 -0.1 0.0 0.04
H 4.64266 3.09952 5.23330 0.0 0.0 0.0 0.38
H 3.17592 2.16923 4.90033 0.0 0.0 0.0 0.33
H 3.16454 3.92550 4.73495 0.0 0.0 0.0 0.27
H 5.54681 2.59062 0.39610 0.1 0.0 0.1 0.15
H 6.02230 2.43930 -1.97759 0.0 0.0 0.0 0.33
H 4.11420 2.20192 -3.61488 0.0 0.0 0.0 0.39
H 1.83037 1.99476 -2.66852 0.0 0.0 0.0 0.38
H 2.04833 5.50696 2.95561 0.1 0.0 0.1 0.27
H 0.34513 5.55713 2.47447 -0.1 0.0 0.0 0.29
H 1.62257 5.66368 1.25325 0.0 0.0 -0.1 0.31
H 1.16722 3.16133 4.52493 0.0 0.0 0.0 0.58
H 0.74070 1.61535 3.80280 0.0 -0.1 0.0 0.23
H -0.38446 2.96783 3.71382 -0.1 0.0 0.0 -0.12
H 0.11289 3.32718 -0.18129 0.0 0.0 -0.1 0.43
H -0.99056 3.38245 1.21183 0.0 0.0 0.0 -0.13
H -0.25032 1.86731 0.69701 0.0 -0.1 0.0 -0.22
C -6.43598 -2.52421 3.60638 0.0 0.0 0.0 -0.38
C -6.41628 -1.13908 3.54177 0.0 0.0 0.0 -0.78
C -5.49970 -0.49001 2.72485 0.0 0.1 0.0 0.00
C -4.58412 -1.20360 1.95497 0.1 0.1 0.0 0.53
C -4.61488 -2.59408 2.04204 0.0 0.0 0.0 -0.73
C -5.52947 -3.25331 2.85083 0.0 -0.1 0.0 -0.58
Sb -3.12989 -0.33405 0.56222 -0.1 -0.1 -0.2 0.45
C -4.61459 -0.33140 -0.99101 0.0 0.0 0.1 0.18
C -5.91336 0.11590 -0.76893 0.0 0.1 0.0 -0.14
C -6.85445 0.09661 -1.78861 -0.1 0.0 0.0 -0.72
C -6.50950 -0.39254 -3.04030 0.0 0.0 -0.1 -0.51
C -5.22551 -0.86595 -3.26296 0.0 0.0 0.0 -0.42
C -4.28296 -0.83575 -2.24398 0.0 0.0 0.0 -0.53
C -3.45452 1.65158 1.29277 0.0 0.0 -0.1 0.72
C -3.07549 1.95118 2.59836 0.0 0.0 0.0 -0.53
C -3.21387 3.23580 3.10325 0.0 0.0 0.0 -0.49
C -3.71955 4.24575 2.29752 0.0 0.0 0.0 -0.62
C -4.08558 3.96208 0.99024 0.0 0.0 0.0 -0.67
C -3.95530 2.67248 0.49266 0.0 0.0 0.0 -0.94
H -7.15013 -3.03232 4.24370 0.0 0.0 0.0 0.35
H -7.11828 -0.55932 4.13051 0.0 0.0 0.0 0.37
H -5.50090 0.59435 2.69160 0.0 0.0 0.0 0.26
H -3.91084 -3.18231 1.46091 0.0 0.0 0.0 0.28
H -5.53243 -4.33625 2.89452 0.0 0.0 0.0 0.39
H -6.19904 0.48984 0.20838 0.0 0.0 0.0 0.32
H -7.85788 0.46401 -1.60441 0.0 0.0 0.0 0.37
H -7.24146 -0.40409 -3.83971 0.0 0.0 0.0 0.35
H -4.94229 -1.24612 -4.23671 0.0 0.0 0.0 0.44
H -3.27820 -1.18775 -2.43735 0.1 0.0 0.0 0.27
H -2.65753 1.17759 3.23513 0.0 0.0 0.0 0.35
H -2.90643 3.45170 4.11889 0.0 0.0 0.0 0.39
H -3.81013 5.25426 2.68225 0.0 0.0 0.0 0.32
H -4.46102 4.75036 0.34779 0.0 0.0 0.0 0.38
H -4.22671 2.46468 -0.53459 0.0 0.0 0.0 0.71
```
Forces are in eV/Å.

***

No. 2
Below is one molecule with the formula C7H8O2, with properties calculated with wB97M-V/def2-TZVPD.

## Properties
Total charge = 0
Relative energy (zero: lowest compared OMol25 entry of this formula, charge and spin) = 55.77 kcal/mol
SMILES = C=C1C(=O)CC(C)=C1O
LUMO = 0.43 eV

```
17
Properties=species:S:1:pos:R:3:forces:R:3:nbo_charge:R:1
C 2.36904 0.38914 1.37441 -0.1 -0.1 -0.1 -0.37
C 1.24415 -0.02713 0.79956 -1.7 0.5 2.2 -0.16
C -0.20330 -0.17394 1.56976 3.0 -2.8 3.4 0.59
O -0.32742 0.04452 2.76262 -0.1 0.7 -1.6 -0.53
C -1.16106 -0.90769 0.69172 0.5 2.5 -0.5 -0.52
C -0.63081 -0.03012 -0.45674 -0.5 -1.3 -2.3 -0.05
C -1.57421 0.36793 -1.54462 0.3 0.1 -0.3 -0.65
C 0.73819 0.02021 -0.51654 -1.1 0.5 -0.8 0.30
O 1.53595 0.24696 -1.58850 -0.5 0.2 0.0 -0.65
H 3.13070 0.91358 0.80551 0.2 -0.6 -0.1 0.21
H 2.52228 0.27810 2.44280 -0.3 0.3 0.0 0.22
H -0.99471 -1.97736 0.57052 0.1 0.1 0.0 0.24
H -2.19126 -0.66672 0.95772 0.1 -0.2 0.0 0.23
H -1.78135 -0.46053 -2.22835 -0.1 0.0 0.0 0.22
H -1.17001 1.19782 -2.13192 -0.1 0.0 0.0 0.22
H -2.52541 0.69389 -1.11302 0.1 -0.1 -0.1 0.23
H 1.01922 0.09133 -2.39494 0.2 0.1 0.2 0.49
```
Forces are in eV/Å.

***

No. 3
Below is one molecule with the formula C11H15IO2, with properties calculated with wB97M-V/def2-TZVPD.

## Properties
Total charge = 0
Relative energy (zero: lowest compared OMol25 entry of this formula, charge and spin) = 102.74 kcal/mol
LUMO (spin up / spin down) = -0.58 / 0.39 eV

```
29
Properties=species:S:1:pos:R:3:forces:R:3:nbo_charge:R:1
C -1.32791 1.14513 0.56652 -0.7 1.1 0.8 -0.21
C -2.09265 0.60720 -0.32932 -1.4 -0.7 -1.0 -0.03
C 0.30004 2.04631 -1.28541 -1.5 -2.4 1.5 -0.37
C 0.88545 0.99470 -2.24400 2.9 -0.9 2.4 -0.47
C 1.03619 0.51431 0.48388 1.0 -1.6 1.5 -0.44
C 0.06131 -2.50952 0.85789 -2.3 2.4 1.1 -0.11
C 1.38152 -2.78083 0.29313 1.6 -2.6 0.5 -0.10
C 0.05366 1.59452 0.28803 0.2 -0.1 -4.1 -0.23
C 0.52751 -0.37632 -1.82080 -0.2 0.8 0.8 -0.07
C 0.77322 -0.71941 -0.38705 -0.6 0.6 -0.7 0.45
C -1.86581 1.35165 1.95723 1.6 -4.5 1.7 -0.64
O -0.36287 -1.42081 0.05405 0.1 0.5 -0.5 -0.54
O 1.84418 -1.64585 -0.31794 0.7 1.7 0.1 -0.51
I -4.00371 -0.27648 -0.20085 1.1 0.5 -0.1 0.16
H 0.95035 2.82940 -1.29522 1.6 2.5 0.1 0.20
H -0.63869 2.30387 -1.70082 -1.0 0.6 -0.2 0.21
H 0.68077 1.20823 -3.24068 -0.6 0.4 -1.7 0.23
H 2.07258 1.06972 -2.16103 -2.0 -0.1 -0.2 0.20
H 2.03783 0.86915 0.31904 0.6 0.2 -0.4 0.22
H 1.07924 0.21739 1.54793 -0.2 -0.3 -0.3 0.21
H -0.74008 -3.13943 0.61092 -0.5 -2.1 0.1 0.21
H -0.16503 -2.16298 1.89074 1.3 -0.6 0.0 0.18
H 2.14230 -3.15031 0.98892 -0.2 0.0 0.1 0.19
H 1.26118 -3.53359 -0.47141 0.0 -0.6 -0.3 0.17
H 0.27208 2.39811 0.91952 0.4 1.4 0.8 0.22
H 0.03669 -1.14764 -2.37586 -0.1 -0.1 -0.5 0.20
H -1.16451 1.67620 2.77331 -0.6 0.0 -1.1 0.22
H -2.24326 0.26563 2.26901 1.1 1.8 -0.2 0.21
H -2.79156 1.77164 2.01026 -2.3 2.2 -0.1 0.23
```
Forces are in eV/Å.

***

No. 4
Below is C47H42GeN2NiP2Se as an isolated structure, with properties calculated with wB97M-V/def2-TZVPD.

## Properties
2S+1 = 2
Total charge = +1
Relative energy (zero: lowest compared OMol25 entry of this formula, charge and spin) = 0.00 kcal/mol
LUMO (spin up / spin down) = -2.11 / -2.27 eV

```
96
Properties=species:S:1:pos:R:3:forces:R:3:mulliken_spin:R:1
Ni 0.34839 0.81301 0.80748 0.3 -0.4 0.2 0.92
C 1.39334 -1.40278 3.64316 0.0 -0.2 0.0 0.00
N 0.97968 -1.67117 2.24682 0.0 0.4 0.1 0.00
P -0.57195 -0.98742 1.79362 -0.1 -0.2 0.0 -0.04
C -1.60917 -1.02557 3.27092 0.1 0.0 0.0 -0.01
C -2.26565 0.15747 3.59390 0.0 0.0 0.0 0.01
C -3.09607 0.21903 4.70526 0.0 0.0 0.0 0.00
C -3.26150 -0.89886 5.50615 0.0 0.0 0.0 0.00
C -2.59294 -2.08124 5.20185 0.0 0.0 0.0 0.00
C -1.77237 -2.14669 4.09040 0.0 0.0 0.0 0.00
C -1.26074 -2.18758 0.61781 0.0 0.0 0.1 0.02
C -1.81396 -3.41720 0.97046 0.0 0.0 0.0 0.00
C -2.23567 -4.29912 -0.01255 0.0 0.0 0.0 0.00
C -2.11681 -3.95815 -1.35632 0.0 0.1 0.1 0.00
C -1.58515 -2.72730 -1.71506 -0.1 -0.1 0.0 0.00
C -1.16492 -1.85005 -0.72872 0.1 0.1 0.0 0.00
P 2.01193 -0.90080 1.05104 -0.4 0.0 0.0 0.05
C 2.19136 -2.17572 -0.22094 0.0 0.0 0.0 0.00
C 1.85722 -3.50806 0.00388 0.0 0.0 0.0 0.01
C 1.99200 -4.43592 -1.01826 0.0 0.0 0.0 0.00
C 2.46422 -4.03999 -2.26248 0.0 0.0 0.0 0.00
C 2.80463 -2.71258 -2.48847 0.0 0.0 0.0 0.00
C 2.66247 -1.78076 -1.47113 0.0 0.0 0.0 0.00
C 3.64862 -0.80280 1.81131 0.0 0.0 0.0 0.02
C 3.98717 0.36527 2.49376 0.1 0.0 0.1 -0.01
C 5.21749 0.47491 3.12509 0.0 0.0 0.0 0.00
C 6.11392 -0.58362 3.07382 0.0 0.0 0.0 0.00
C 5.78407 -1.74828 2.39158 0.0 0.0 0.0 0.00
C 4.55628 -1.85976 1.75755 0.0 0.0 0.0 0.00
H 0.72474 -1.91391 4.32791 0.0 0.0 0.0 0.00
H 1.39231 -0.33559 3.89770 0.0 0.0 0.0 0.00
H 2.39657 -1.79253 3.79642 0.0 0.0 0.0 0.00
H -2.12675 1.03360 2.97270 0.0 0.0 0.0 0.01
H -3.60690 1.14262 4.94465 0.0 0.0 0.0 0.00
H -3.90289 -0.85194 6.37632 0.0 0.0 0.0 0.00
H -2.70931 -2.94907 5.83726 0.0 0.0 0.0 0.00
H -1.23340 -3.06205 3.87983 0.0 0.0 0.0 0.00
H -1.92538 -3.69049 2.00946 0.0 0.0 0.0 0.00
H -2.66364 -5.25311 0.26578 0.0 0.0 0.0 0.00
H -2.44954 -4.64986 -2.11916 0.0 0.0 0.0 0.00
H -1.49592 -2.44858 -2.75727 0.0 0.0 0.0 0.00
H -0.74224 -0.89094 -1.00934 0.0 0.0 0.0 -0.02
H 1.47592 -3.80595 0.97177 0.0 0.0 0.0 0.00
H 1.72510 -5.47011 -0.84376 0.0 0.0 0.0 0.00
H 2.56847 -4.76639 -3.05780 0.0 0.0 0.0 0.00
H 3.17905 -2.40541 -3.45666 0.0 0.0 0.0 0.00
H 2.92034 -0.74076 -1.64988 0.0 0.0 0.0 0.00
H 3.28135 1.18778 2.54105 0.0 0.0 0.0 0.00
H 5.47589 1.38374 3.65192 0.0 0.0 0.0 0.00
H 7.07633 -0.49928 3.56111 0.0 0.0 0.0 0.00
H 6.48676 -2.56989 2.35130 0.0 0.0 0.0 0.00
H 4.30683 -2.76447 1.21723 0.0 0.0 0.0 0.00
Se 1.00672 3.06947 0.47302 0.3 0.1 0.0 0.01
C 2.44260 3.03567 -0.82482 -0.2 0.1 0.1 0.00
C 2.43962 3.90360 -1.89990 0.1 0.1 -0.2 0.00
C 3.49218 3.82740 -2.80568 0.0 0.0 0.1 0.00
N 4.50975 2.97959 -2.68528 0.0 0.0 0.0 0.00
C 4.50884 2.17462 -1.62614 0.0 0.0 0.0 0.00
C 3.50118 2.15896 -0.66921 0.1 -0.1 0.0 0.01
H 1.65135 4.62776 -2.05227 0.0 0.0 0.0 0.00
H 3.50991 4.48523 -3.66680 0.0 0.0 0.0 0.00
H 5.35295 1.50035 -1.53040 0.0 0.0 0.0 0.00
H 3.55732 1.47147 0.16336 0.0 0.0 0.0 0.00
C -1.27652 4.95611 -1.37865 0.2 0.1 0.1 0.00
Ge -0.95044 3.08881 -0.92407 -0.4 0.1 -0.2 0.00
C -2.35077 2.45776 0.28111 -0.1 0.0 0.0 0.02
C -2.88579 3.28452 1.27151 0.0 0.0 0.0 0.02
C -4.01242 2.89679 1.98538 0.0 0.0 0.0 0.00
C -4.61514 1.67324 1.72107 0.0 0.0 0.0 0.00
C -4.08282 0.83092 0.75314 0.0 0.0 0.0 -0.01
C -2.96217 1.22459 0.03475 0.0 0.0 0.1 0.02
C -0.79139 1.80568 -2.38443 0.1 0.0 0.1 0.01
C 0.31915 1.01455 -2.52464 0.1 0.0 -0.1 -0.02
C 0.42826 0.06446 -3.56674 0.0 0.0 0.0 0.00
C -0.58765 -0.07773 -4.46265 0.0 0.1 0.0 0.00
C -1.76759 0.70192 -4.34786 0.0 0.0 0.0 0.00
C -2.83912 0.53677 -5.25885 0.0 0.0 0.0 0.00
C -3.98877 1.25982 -5.12723 0.0 0.0 0.0 0.00
C -4.12002 2.18050 -4.06621 0.0 0.0 0.0 0.00
C -3.09777 2.36664 -3.18033 0.0 0.0 0.0 0.00
C -1.88177 1.64709 -3.29624 0.0 -0.1 -0.1 0.00
H -2.21785 5.09532 -1.90572 0.0 -0.1 0.0 0.00
H -0.47205 5.36936 -1.98422 0.0 0.0 0.0 0.00
H -1.31641 5.51841 -0.44408 0.0 0.0 0.0 0.00
H -2.43520 4.24752 1.48536 0.0 0.0 0.0 0.00
H -4.42465 3.55470 2.73963 0.0 0.0 0.0 0.00
H -5.49770 1.37510 2.27222 0.0 0.0 0.0 0.00
H -4.54469 -0.12650 0.54800 0.0 0.0 0.0 0.00
H -2.57435 0.57228 -0.73992 0.0 0.0 0.0 -0.02
H 1.15340 1.11277 -1.83920 0.0 0.0 0.0 0.00
H 1.32282 -0.53876 -3.64722 0.0 0.0 0.0 0.00
H -0.51203 -0.78910 -5.27661 0.0 0.0 0.0 0.00
H -2.72782 -0.18112 -6.06249 0.0 0.0 0.0 0.00
H -4.80247 1.12680 -5.82732 0.0 0.0 0.0 0.00
H -5.03998 2.73855 -3.95168 0.0 0.0 0.0 0.00
H -3.24027 3.06241 -2.36220 0.0 0.0 0.0 0.00
```
Forces are in eV/Å.

***

No. 5
Below is a 2-piece molecular cluster, C6H8ClN overall, with properties calculated with wB97M-V/def2-TZVPD.

## Properties
Total charge = 0
Relative energy (zero: lowest compared OMol25 entry of this formula, charge and spin) = 107.91 kcal/mol
LUMO (spin up / spin down) = -0.99 / -0.42 eV

```
16
Properties=species:S:1:pos:R:3:forces:R:3:nbo_charge:R:1
C 2.14993 -1.24106 0.23457 -0.6 0.0 0.4 0.22
C -0.74509 -0.97015 -0.52372 -0.7 -0.4 1.7 -0.50
C -0.59028 0.21336 0.48494 -2.6 0.6 -2.7 -0.23
C -0.18272 0.26348 -0.94346 2.2 -0.6 1.3 -0.04
C -1.82523 1.03361 0.78607 1.1 -1.5 -1.3 -0.61
C 2.34920 -0.04624 -0.49333 -1.4 -0.5 -0.7 -0.36
N 1.76068 -2.22254 0.71974 0.5 0.4 -0.1 -0.33
Cl 3.02548 1.35565 0.22216 -0.1 -0.1 0.1 0.05
H -0.23022 -1.76892 -0.01942 0.5 -0.7 -0.7 0.28
H -1.74860 -1.19502 -0.90149 0.4 -0.1 0.2 0.23
H 0.16695 0.26043 1.19292 1.3 -0.7 1.2 0.23
H -0.59623 0.79750 -1.76617 0.3 0.7 -0.4 0.21
H -1.41160 1.96445 0.86641 0.4 3.1 -0.2 0.21
H -2.27128 0.89325 1.71659 -1.0 -1.0 1.4 0.22
H -2.47576 0.92088 -0.06941 -0.6 0.3 0.2 0.20
H 2.62478 -0.25868 -1.50641 0.3 0.4 -0.4 0.24
```
Forces are in eV/Å.

***

- Number 5 is which compound?
  C6H8ClN

***

- Among the records above, which one has the lowest total charge?
  C50H65CsN7O2SbSi2

***

- Look up the relative energy (zero: lowest compared OMol25 entry of this formula, charge and spin) of the fourth one.
  0.00 kcal/mol